{"formula": "C41H65As3F5N5SSbSi3W", "method": "wB97M-V/def2-TZVPD", "species": ["W", "C", "As", "C", "C", "C", "C", "C", "As", "C", "C", "C", "As", "C", "C", "H", "H", "H", "H", "H", "H", "H", "H", "H", "H", "H", "H", "H", "H", "H", "H", "H", "H", "H", "H", "H", "H", "H", "H", "H", "H", "H", "C", "Sb", "C", "C", "C", "C", "C", "C", "N", "Si", "C", "C", "C", "C", "C", "C", "C", "C", "C", "N", "Si", "C", "C", "C", "Si", "C", "C", "C", "H", "H", "H", "H", "H", "H", "H", "H", "H", "H", "H", "H", "H", "H", "H", "H", "H", "H", "H", "H", "H", "H", "H", "H", "H", "H", "H", "H", "H", "H", "H", "H", "H", "H", "H", "H", "H", "H", "N", "C", "N", "C", "N", "F", "C", "C", "F", "C", "F", "C", "S", "C", "F", "C", "F"], "xyz": [[-0.47560, -0.02533, -0.41025], [4.34238, -0.84709, 2.48309], [3.30598, 0.62752, 1.69564], [3.40552, 1.83503, 3.24530], [4.68266, 1.52667, 0.65964], [5.04921, 0.95335, -0.69680], [5.69176, -0.42803, -0.56440], [3.85855, 0.88378, -1.67026], [2.19894, -0.22221, -1.70284], [1.91137, 0.23410, -3.56917], [2.96494, -1.99203, -1.90780], [6.02250, 1.93043, -1.40205], [7.86274, 2.42984, -0.85497], [8.81883, 0.76233, -1.23319], [7.94100, 2.29821, 1.09968], [4.33147, -1.72589, 1.84115], [3.89512, -1.11489, 3.44166], [5.37534, -0.54085, 2.65211], [2.41827, 2.01922, 3.67001], [4.04614, 1.39990, 4.01096], [3.83168, 2.78677, 2.92930], [5.55312, 1.55909, 1.31104], [4.33240, 2.55752, 0.53695], [4.97557, -1.17146, -0.21131], [6.52002, -0.40536, 0.14413], [6.08337, -0.77254, -1.52493], [4.27544, 0.55499, -2.62337], [3.47286, 1.89483, -1.83517], [2.84885, 0.05675, -4.09267], [1.64049, 1.28241, -3.67846], [1.13047, -0.39270, -3.98918], [3.95246, -1.87699, -2.34961], [2.31440, -2.56437, -2.56415], [3.05470, -2.50950, -0.95341], [5.51411, 2.88979, -1.52962], [6.21318, 1.56484, -2.41785], [8.68914, 0.49371, -2.28161], [8.50195, -0.06715, -0.60483], [9.87906, 0.94707, -1.06245], [7.26166, 3.00700, 1.57010], [8.95913, 2.57697, 1.37244], [7.74906, 1.29135, 1.47114], [-4.16514, 2.12708, 1.48936], [-3.19792, 0.88743, 0.04324], [-0.67900, 1.10016, 1.24285], [-0.91975, 0.68346, 2.67302], [0.14111, 0.17961, 3.41841], [-0.01021, -0.01262, 4.77909], [-1.22582, 0.29351, 5.36823], [-2.24008, 0.74747, 4.54241], [-2.10327, 0.93129, 3.22616], [-0.38258, 3.03389, 1.12998], [1.30550, 3.32379, 0.36633], [-1.61821, 4.00120, 0.11813], [-0.34163, 3.72743, 2.86153], [-3.77168, -1.19099, 0.63924], [-2.48578, -1.74938, 1.14325], [-2.30373, -2.40074, 2.37294], [-1.05945, -2.83410, 2.77318], [0.02789, -2.70658, 1.91713], [-0.14800, -2.12528, 0.67503], [-1.39498, -1.64167, 0.35010], [-4.19780, -2.10172, -1.06790], [-3.90094, -0.99836, -2.53332], [-3.19628, -3.66078, -1.10649], [-5.99360, -2.59954, -1.30632], [-5.29726, -1.39130, 1.78223], [-5.21083, -0.81258, 3.55315], [-6.70806, -0.41905, 1.04520], [-5.64106, -3.22989, 1.96038], [-3.44535, 2.77033, 1.98249], [-4.63528, 1.48706, 2.22091], [-4.90233, 2.71374, 0.94060], [1.06763, -0.05769, 2.92608], [0.81631, -0.38978, 5.36981], [-1.38840, 0.19023, 6.43194], [-3.21113, 0.98166, 4.95534], [1.62136, 2.52334, -0.30235], [2.06746, 3.42491, 1.14533], [1.29247, 4.25940, -0.20084], [-1.14656, 4.97424, -0.04231], [-2.56746, 4.17769, 0.62120], [-1.83131, 3.58731, -0.86878], [-0.19021, 2.96185, 3.62474], [-1.27146, 4.24895, 3.10377], [0.47544, 4.44733, 2.94796], [-3.15373, -2.53770, 3.02256], [-0.94225, -3.32287, 3.73190], [0.98838, -3.14170, 2.16380], [0.43388, -2.53664, -0.14959], [-2.91832, -0.53216, -2.58803], [-4.65766, -0.20868, -2.56949], [-4.03474, -1.61703, -3.42848], [-3.31984, -4.23647, -0.18370], [-2.13000, -3.48695, -1.26845], [-3.56210, -4.28048, -1.92954], [-6.57603, -1.79282, -1.75303], [-6.53199, -2.96518, -0.43674], [-5.96698, -3.41813, -2.03233], [-5.17418, 0.26758, 3.67907], [-4.41258, -1.25272, 4.14809], [-6.15857, -1.15521, 3.98404], [-6.53381, 0.65393, 1.13665], [-7.61945, -0.63835, 1.60912], [-6.91163, -0.63590, -0.00031], [-5.27467, -3.58624, 2.92702], [-5.18855, -3.84802, 1.18621], [-6.71771, -3.42170, 1.94214], [0.23782, 3.95354, -5.54990], [-0.14902, 3.57280, -4.53389], [-0.62073, 3.20793, -3.35625], [-0.49119, 2.28092, -2.57316], [-0.41827, 1.43901, -1.73494], [-3.16120, -2.19845, -7.61292], [-2.54681, -2.09497, -6.43864], [-2.18700, -0.85559, -5.94413], [-2.46946, 0.24245, -6.64120], [-1.54074, -0.76350, -4.72508], [-1.24294, 0.47482, -4.29365], [-1.23425, -1.87510, -3.95116], [-0.41906, -1.86408, -2.39432], [-1.61250, -3.10695, -4.48253], [-1.36045, -4.23519, -3.81056], [-2.25682, -3.22665, -5.69968], [-2.59769, -4.42696, -6.16534]], "mulliken_spin": [1.3023, 0.0016, 0.0110, 0.0026, 0.0001, 0.0009, -0.0005, 0.0083, 0.0487, 0.0127, 0.0078, -0.0019, -0.0001, 0.0000, 0.0000, 0.0002, -0.0003, 0.0004, -0.0007, 0.0001, -0.0001, 0.0009, -0.0004, 0.0004, -0.0002, -0.0003, 0.0023, -0.0018, -0.0007, -0.0043, -0.0051, 0.0000, -0.0014, -0.0010, 0.0001, -0.0002, 0.0000, 0.0000, 0.0000, -0.0001, 0.0000, 0.0000, 0.1043, 0.2459, -0.2338, 0.0845, -0.0127, -0.0031, -0.0044, 0.0001, -0.0216, 0.0203, -0.0075, 0.0005, 0.0038, 0.0279, 0.0519, 0.0432, 0.0219, 0.0887, 0.0260, 0.0891, 0.0198, 0.0447, 0.0051, -0.0051, -0.0087, 0.0003, 0.0177, 0.0019, -0.0027, -0.0201, 0.0028, -0.0105, -0.0011, -0.0002, -0.0009, 0.0141, 0.0034, 0.0006, 0.0004, 0.0004, -0.0002, -0.0014, -0.0003, 0.0002, -0.0034, -0.0012, -0.0032, -0.0015, 0.0069, 0.0062, 0.0012, 0.0010, -0.0001, -0.0012, 0.0006, -0.0002, -0.0001, -0.0004, -0.0005, 0.0002, -0.0006, 0.0004, -0.0019, 0.0007, -0.0013, 0.0001, 0.0130, -0.0036, 0.0441, 0.1011, -0.1922, 0.0003, 0.0041, 0.0000, -0.0001, 0.0243, 0.0065, 0.0067, 0.0275, 0.0019, -0.0002, -0.0019, 0.0001], "largest_force_ev_per_a": 2.0, "e_above_lowest_kcal_mol": 52.44, "gap_ev": [5.9352, 5.4401], "total_charge": 1, "e_tot_ev": -289948.695, "multiplicity": 3}